*w*
Formula: C5H24NO9
Source: the OMol25 dataset
Level of theory: ωB97M-V/def2-TZVPD

Bonds (Å) are listed after each position.
Cartesian coordinates (Å):
1 O 2.472 -1.766 1.546  C12 1.220
2 O -1.159 -2.520 -0.577  C14 1.425, H36 0.992
3 O -2.242 2.596 0.438  H18 0.968, H19 0.963
4 O 0.397 1.483 -3.921  H27 0.953, H39 0.975
5 O 1.175 2.559 1.030  H17 0.965, H38 0.968
6 O -2.734 -0.392 -0.522  H20 0.965
7 O -0.989 3.113 2.933  H34 0.965, H37 0.967
8 O -1.878 1.264 -2.175  H24 0.964, H35 1.081
9 O 2.892 -2.922 -1.863  H25 0.960, H30 0.951
10 N 0.464 -0.648 1.412  C11 1.467, C12 1.366, C13 1.469
11 C 0.414 -0.626 -0.055  N10 1.467, C14 1.533, C15 1.550, H32 1.093
12 C 1.456 -1.330 2.059  O1 1.220, N10 1.366, H31 1.104
13 C -0.830 -0.614 2.106  N10 1.469, H16 1.082, H23 1.099, H29 1.094
14 C 0.172 -2.016 -0.653  O2 1.425, C11 1.533, H22 1.086, H26 1.111
15 C 1.700 0.014 -0.637  C11 1.550, H21 1.088, H28 1.083, H33 1.085
16 H -0.703 -0.870 3.150  C13 1.082
17 H 1.420 1.781 1.548  O5 0.965
18 H -2.138 2.506 -0.521  O3 0.968
19 H -2.639 1.783 0.769  O3 0.963
20 H -3.665 -0.149 -0.441  O6 0.965
21 H 1.906 0.864 0.012  C15 1.088
22 H 0.746 -2.784 -0.143  C14 1.086
23 H -1.547 -1.152 1.470  C13 1.099
24 H -2.580 1.470 -2.803  O8 0.964
25 H 3.138 -2.907 -0.935  O9 0.960
26 H 0.360 -1.964 -1.746  C14 1.111
27 H 0.968 0.719 -3.937  O4 0.953
28 H 2.455 -0.756 -0.542  C15 1.083
29 H -1.310 0.364 2.001  C13 1.094
30 H 2.241 -2.278 -2.117  O9 0.951
31 H 1.354 -1.304 3.158  C12 1.104
32 H -0.355 0.103 -0.321  C11 1.093
33 H 1.588 0.392 -1.648  C15 1.085
34 H -0.046 3.306 2.868  O7 0.965
35 H -2.367 0.541 -1.537  O8 1.081
36 H -1.772 -1.756 -0.734  O2 0.992
37 H -1.313 3.270 2.036  O7 0.967
38 H 0.358 2.284 0.588  O5 0.968
39 H -0.436 1.275 -3.459  O4 0.975

Values from the calculation:
- Charge: -1
- Orbital gap: 9.24 eV

*x*
Formula: C5H24NO9
Source: the OMol25 dataset
Level of theory: ωB97M-V/def2-TZVPD

Bonds (Å) are listed after each position.
Cartesian coordinates (Å):
1 O -0.693 -1.323 -1.480  H19 0.932, H23 1.015
2 O 3.280 -1.252 2.200  H28 0.980, H39 0.893
3 O -3.155 -1.782 -0.441  H24 1.056, H25 0.894
4 O 3.872 -1.697 -0.525  H17 0.901, H26 0.985
5 O 1.078 -0.467 0.452  C15 1.255
6 O 1.731 -0.834 -2.429  H33 0.952, H38 0.942
7 O 0.173 -2.742 1.621  H29 0.963, H35 0.997
8 O -0.429 -1.276 4.345  H21 0.883, H34 0.935
9 O -0.259 0.868 1.570  C15 1.192
10 N -2.061 1.641 -1.306  C11 1.383, C13 1.440, H20 0.986
11 C -2.654 1.420 -0.076  N10 1.383, H27 1.101, H30 1.159, H37 1.194
12 C 1.215 1.757 -0.219  C14 1.717, C15 1.608, H31 1.106, H36 1.109
13 C -1.081 2.695 -1.301  N10 1.440, C14 1.428, H22 1.104, H32 1.127
14 C 0.256 2.259 -1.551  C12 1.717, C13 1.428, H16 1.085, H18 1.085
15 C 0.560 0.640 0.734  O5 1.255, O9 1.192, C12 1.608
16 H 0.562 1.576 -2.336  C14 1.085
17 H 3.754 -2.365 0.067  O4 0.901
18 H 0.694 3.146 -1.996  C14 1.085
19 H -0.538 -1.444 -0.570  O1 0.932
20 H -2.814 1.756 -1.932  N10 0.986
21 H -0.217 -2.004 3.892  O8 0.883
22 H -1.029 3.158 -0.300  C13 1.104
23 H -1.098 -0.395 -1.407  O1 1.015
24 H -3.741 -1.370 -1.216  O3 1.056
25 H -2.344 -1.863 -0.809  O3 0.894
26 H 3.024 -1.273 -0.257  O4 0.985
27 H -3.367 2.226 0.159  C11 1.101
28 H 2.838 -1.808 2.875  O2 0.980
29 H 0.325 -3.600 1.213  O7 0.963
30 H -3.167 0.387 0.032  C11 1.159
31 H 2.157 1.493 -0.734  C12 1.106
32 H -1.468 3.437 -2.056  C13 1.127
33 H 2.025 -0.445 -1.612  O6 0.952
34 H -0.574 -0.635 3.680  O8 0.935
35 H 0.569 -1.992 1.099  O7 0.997
36 H 1.050 2.611 0.469  C12 1.109
37 H -1.912 1.389 0.858  C11 1.194
38 H 0.796 -0.808 -2.310  O6 0.942
39 H 2.641 -1.087 1.598  O2 0.893

Values from the calculation:
- Charge: -1
- Orbital gap: 9.17 eV

Which structure loses on stability? *x* does.